Entry 1:
The following is a DFT calculation (ωB97M-V/def2-TZVPD) of a molecular structure, C18H14N4O5PtS2.

Output
- E (eV) = -60010.005
- ΔE to the lowest compared entry with this formula, charge and spin (kJ/mol) = 47.6
- Kohn-Sham gap (eV) = 7.497

```
! wB97M-V def2-TZVPD RIJCOSX def2/J DEFGRID3
* xyz 0 1
Pt -1.554 -1.288 -0.669
S -1.339 -1.187 -3.028
S 3.250 -1.957 -0.087
O -1.490 -3.425 -0.074
O -1.461 -4.728 1.750
O -2.167 0.867 -0.158
O -2.124 -1.267 5.441
O -2.464 2.196 1.618
N -1.598 1.533 -2.751
N -2.032 -1.283 1.366
N 0.428 0.906 -3.118
N 0.824 -1.110 -0.039
C -2.270 -0.063 3.366
C 3.473 2.088 -0.040
C -1.887 -2.420 2.040
C 1.166 1.347 -0.014
C 3.936 0.787 -0.075
C 0.433 2.284 -3.025
C -0.829 0.448 -2.939
C 1.585 0.071 -3.361
C -0.834 2.673 -2.777
C -1.591 -3.658 1.182
C -2.215 -0.128 1.992
C -1.931 -2.447 3.415
C -2.118 -1.243 4.095
C 1.615 0.026 -0.037
C 1.535 -2.183 -0.063
C 2.101 2.362 -0.004
C 2.997 -0.239 -0.067
C -2.303 1.104 1.096
H 2.459 0.531 -2.904
H -2.547 1.474 -2.416
H 1.107 -3.178 -0.062
H 1.764 3.390 0.035
H 4.179 2.908 -0.038
H -1.247 3.649 -2.601
H -1.799 -3.384 3.937
H 0.104 1.556 -0.010
H 1.336 2.860 -3.122
H 1.413 -0.911 -2.928
H -2.241 -0.378 5.789
H 1.750 -0.055 -4.431
H 4.995 0.572 -0.119
H -2.409 0.904 3.833
*
```



Entry 2:
The following is a DFT calculation (ωB97M-V/def2-TZVPD) of a molecular structure, C18H15BCl2N9Pt.

Output
- E (eV) = -61288.123
- Kohn-Sham gap (spin up / spin down) (eV) = 7.861 / 7.023

```
! wB97M-V def2-TZVPD RIJCOSX def2/J DEFGRID3
* xyz 0 4
Pt 0.130 -0.255 -0.037
Cl -0.666 -3.087 0.504
Cl -4.554 0.521 -0.731
N 3.363 2.130 3.801
N 0.100 1.966 0.113
N 0.981 0.791 2.789
N 0.209 -0.139 2.186
N 0.813 2.589 1.070
N 2.244 -0.028 0.106
N 2.736 2.642 2.715
N 2.723 0.896 0.962
N -1.779 -0.399 -0.512
C -0.512 -0.731 3.128
C -0.203 -0.187 4.376
C -0.705 4.027 0.340
C 3.245 3.862 2.404
C -4.625 -3.113 0.887
C 0.324 3.836 1.236
C -4.052 -1.006 -0.099
C 4.217 4.161 3.325
C -3.282 -3.462 0.926
C 0.746 0.778 4.113
C 4.242 3.041 4.176
C -5.006 -1.877 0.373
C 4.065 0.949 0.858
C -0.815 2.809 -0.338
C -2.328 -2.571 0.486
C 4.465 0.036 -0.093
C -2.645 -1.284 -0.050
C 3.278 -0.553 -0.535
B 1.820 1.745 1.903
H 4.860 2.863 5.041
H -0.607 -0.462 5.334
H 0.711 4.493 1.995
H -5.374 -3.805 1.246
H -6.047 -1.591 0.330
H 5.469 -0.178 -0.413
H 1.288 1.435 4.768
H 4.639 1.616 1.477
H 2.932 4.399 1.525
H -1.206 -1.512 2.864
H -2.970 -4.430 1.295
H 3.120 -1.320 -1.275
H 4.818 5.052 3.372
H -1.298 4.914 0.209
H -1.510 2.482 -1.095
*
```



Entry 3:
The following is a DFT calculation (ωB97M-V/def2-TZVPD) of a molecular structure, C18H15BF2S4SbSiTc.

Output
- E (eV) = -84961.312
- Kohn-Sham gap (spin up / spin down) (eV) = 6.043 / 6.043

```
! wB97M-V def2-TZVPD RIJCOSX def2/J DEFGRID3
* xyz 2 1
Sb 5.553 0.552 1.918
Tc 1.611 0.757 1.009
S 5.527 -1.372 0.791
S 3.012 0.616 2.666
S 1.958 -0.466 -0.683
S 6.545 2.283 2.907
Si -1.017 -0.382 -0.282
F 2.299 2.904 -0.970
F 4.119 2.297 0.190
C -0.767 4.160 0.832
C -0.803 -1.576 -4.732
C -0.434 3.207 1.785
C -1.228 -3.373 3.238
C -0.142 -0.435 -4.285
C -0.448 -3.658 2.123
C -0.504 1.847 1.474
C -1.016 -0.806 -2.064
C -1.573 -2.326 -3.853
C -0.394 -2.766 1.069
C -1.904 -1.288 2.253
C -1.204 3.761 -0.426
C -1.114 -1.563 1.126
C -1.682 -1.951 -2.526
C -0.246 -0.047 -2.963
C -1.264 2.410 -0.751
C -0.914 1.433 0.181
C -1.957 -2.191 3.300
B 2.809 2.159 -0.011
H -0.165 3.514 2.788
H -2.286 -2.542 -1.849
H -2.570 -1.975 4.164
H 0.118 -4.579 2.078
H -2.494 -0.379 2.306
H 0.462 0.154 -4.961
H -1.515 4.499 -1.154
H -1.271 -4.078 4.057
H 0.207 -3.003 0.198
H -2.088 -3.211 -4.201
H -0.465 1.128 2.298
H -0.712 5.210 1.085
H -0.712 -1.875 -5.767
H 0.285 0.838 -2.630
H -1.613 2.112 -1.732
*
```



Entry 4:
The following is a DFT calculation (ωB97M-V/def2-TZVPD) of a molecular structure, C18H15BrCl5NO3S3Sn.

Output
- E (eV) = -197514.007
- Kohn-Sham gap (spin up / spin down) (eV) = 4.043 / 3.978

```
! wB97M-V def2-TZVPD RIJCOSX def2/J DEFGRID3
* xyz 2 1
Sn -0.756 0.501 0.959
Br 2.311 0.061 -2.863
Cl -2.235 -2.746 -1.654
Cl -1.655 3.147 -4.182
Cl -1.219 0.858 -6.468
Cl 0.566 2.605 -1.872
Cl -1.514 -2.885 -4.969
S 2.696 1.211 4.741
S 2.224 -0.419 1.491
S -0.494 -0.840 3.551
O -4.688 0.414 -0.763
O 0.118 -1.042 -0.637
O -2.785 0.192 0.426
N -1.454 0.985 -1.713
C 0.889 1.278 4.903
C -0.965 1.707 -3.910
C -1.117 -1.857 -2.493
C -2.399 -0.345 -4.227
C -1.114 0.547 -4.764
C -3.499 0.391 -0.635
C 0.407 -0.040 -2.884
C -0.139 -1.033 -1.842
C 3.480 0.750 2.070
C 0.180 -0.068 5.051
C -1.273 -1.520 -3.908
C -3.230 0.114 -3.142
C -0.353 1.315 -2.611
C -2.657 0.587 -1.927
C 2.124 -1.645 2.830
C 3.031 1.812 3.061
C 0.698 -2.116 3.052
C -0.148 -0.533 -4.251
H -2.956 -0.619 -5.120
H 2.751 -2.494 2.562
H 2.522 -1.188 3.738
H 3.836 2.541 3.165
H -4.304 -0.014 -3.165
H 0.699 1.853 5.809
H 0.676 -2.902 3.808
H 2.152 2.347 2.696
H 3.834 1.230 1.156
H 4.309 0.165 2.468
H 0.478 1.847 4.068
H -0.710 0.068 5.667
H 0.273 -2.540 2.138
H 0.612 -0.865 -4.952
H 0.803 -0.816 5.543
*
```